Entry a
Formula: CH3IO3P
Source: the OMol25 dataset
Level of theory: ωB97M-V/def2-TZVPD

Properties
HOMO energy	-5.044	eV
Kohn-Sham gap	8.05	eV
net charge	-1

Positions of all 9 atoms, in Å:
C1 1.286 0.021 0.722
O1 -1.604 -1.264 0.117
O2 -1.057 -0.500 -2.323
O3 0.553 0.770 -0.233
P1 -1.243 -0.281 -0.900
I1 -2.488 1.696 -0.433
H1 1.930 0.701 1.205
H2 2.024 -0.774 0.369
H3 0.597 -0.369 1.477

Entry b
Formula: CH3IO3P
Source: the OMol25 dataset
Level of theory: ωB97M-V/def2-TZVPD

Properties
HOMO energy	-4.203	eV
Kohn-Sham gap	7.34	eV
net charge	-1

Positions of all 9 atoms, in Å:
C1 1.004 -0.526 0.002
O1 -1.701 1.509 1.430
O2 -1.802 -0.909 0.612
O3 0.494 0.455 0.864
P1 -1.139 0.392 0.790
I1 -0.622 1.256 -2.789
H1 0.468 -1.503 -0.181
H2 2.143 -0.791 0.291
H3 1.154 0.117 -1.019

Order of stability, best first: entry b, entry a

Entry a
Formula: C4H31N2O10
Source: the OMol25 dataset
Level of theory: ωB97M-V/def2-TZVPD

Properties
HOMO energy	-12.831	eV
Kohn-Sham gap	10.49	eV
net charge	+1

Positions of all 47 atoms, in Å:
C1 0.133 -3.618 0.953
C2 1.383 -2.731 1.021
C3 1.671 -1.691 -0.136
N1 1.349 0.651 -1.826
C4 0.416 -0.229 -1.670
N2 0.576 -1.478 -1.215
H1 -0.242 -3.781 1.957
H2 -0.701 -3.139 0.371
H3 0.321 -4.564 0.459
H4 2.295 -3.419 1.015
H5 1.417 -2.117 1.905
H6 2.533 -2.000 -0.683
H7 1.777 -0.708 0.340
H8 0.998 1.571 -2.020
H9 2.321 0.498 -1.564
H10 -0.644 -0.228 -2.003
H11 -0.092 -2.191 -0.956
H12 -2.215 0.822 -4.517
H13 -2.679 2.147 -3.894
O1 -2.512 1.218 -3.691
H14 -0.662 3.894 2.593
H15 -1.774 3.060 2.865
O2 -1.374 3.472 2.082
H16 -2.992 1.706 3.309
H17 -2.163 0.469 3.797
O3 -2.263 1.112 3.086
H18 -1.347 -4.114 -1.879
H19 -2.488 -3.701 -1.069
O4 -1.688 -3.315 -1.454
H20 3.487 2.024 2.356
H21 3.990 0.777 3.054
O5 4.251 1.439 2.402
H22 4.157 1.968 0.172
H23 4.168 0.447 0.437
O6 3.766 1.135 -0.096
H24 -4.011 -1.187 -2.597
H25 -4.912 -0.655 -1.450
O7 -4.167 -1.226 -1.651
H26 1.539 2.649 0.013
H27 0.575 2.033 1.096
O8 1.087 1.851 0.301
H28 -0.384 3.654 -0.663
H29 0.290 4.522 -1.758
O9 0.429 3.764 -1.180
H30 -1.870 -1.061 0.534
H31 -1.919 0.376 1.343
O10 -1.827 -0.106 0.511

Entry b
Formula: C4H31N2O10
Source: the OMol25 dataset
Level of theory: ωB97M-V/def2-TZVPD

Properties
HOMO energy	-12.474	eV
Kohn-Sham gap	9.81	eV
net charge	+1

Positions of all 47 atoms, in Å:
N1 2.256 0.811 -0.214
C1 2.776 -0.583 0.059
C2 2.453 -1.333 -1.268
N2 1.029 -1.394 -1.337
C3 0.555 -2.428 -2.218
C4 -0.639 -2.900 -1.475
O1 -1.680 -1.769 -1.529
H1 2.014 1.055 -1.117
H2 3.050 1.379 0.128
H3 1.419 1.035 0.544
H4 3.828 -0.561 0.303
H5 2.422 -1.042 0.942
H6 2.898 -0.814 -2.040
H7 2.981 -2.302 -1.336
H8 0.697 -0.547 -1.621
H9 0.378 -2.117 -3.256
H10 0.978 -3.346 -2.538
H11 -0.541 -3.171 -0.378
H12 -1.290 -3.593 -1.968
H13 -2.559 -2.014 -1.097
H14 -3.760 -0.524 0.050
H15 -5.244 -0.448 -0.134
O2 -4.497 -1.022 0.348
H16 0.325 2.808 3.473
H17 -0.335 2.160 2.160
O3 0.526 2.233 2.737
H18 -1.877 2.875 -0.216
H19 -1.822 1.754 1.034
O4 -1.835 2.663 0.753
H20 2.270 1.330 2.617
H21 1.746 -0.009 2.957
O5 2.487 0.358 2.509
H22 -1.190 -0.518 1.060
H23 -1.585 -0.423 -0.386
O6 -1.441 0.081 0.323
H24 2.517 2.451 -3.146
H25 3.552 1.319 -3.054
O7 3.131 2.024 -2.498
H26 0.712 1.813 -4.643
H27 0.120 2.266 -3.343
O8 0.816 1.788 -3.743
H28 -4.102 1.477 3.229
H29 -2.712 1.593 3.964
O9 -3.332 0.919 3.522
H30 -1.852 -1.998 2.596
H31 -1.523 -1.100 3.620
O10 -1.098 -1.431 2.810

Entry c
Formula: C4H31N2O10
Source: the OMol25 dataset
Level of theory: ωB97M-V/def2-TZVPD

Properties
HOMO energy	-12.534	eV
Kohn-Sham gap	9.91	eV
net charge	+1

Positions of all 47 atoms, in Å:
C1 -3.680 0.193 -1.014
C2 -2.569 0.380 -1.988
C3 -1.273 -0.221 -1.347
C4 -0.231 -0.488 -2.141
N1 0.902 -1.219 -1.666
N2 -3.340 0.541 0.391
H1 -3.992 -0.907 -0.902
H2 -4.508 0.782 -1.433
H3 -2.095 1.424 -1.853
H4 -2.866 0.087 -3.007
H5 -1.354 -0.566 -0.325
H6 -0.066 -0.200 -3.179
H7 0.627 -1.970 -1.015
H8 1.610 -1.518 -2.407
H9 1.583 -0.545 -1.190
H10 -2.730 1.329 0.542
H11 -4.108 0.506 1.044
H12 -2.559 -1.858 1.899
H13 -2.733 -1.906 0.450
O1 -2.348 -2.463 1.157
H14 4.188 -0.297 -1.520
H15 3.349 0.381 -2.681
O2 3.415 -0.381 -2.074
H16 1.377 2.488 -2.203
H17 2.993 2.839 -2.028
O3 2.305 2.205 -2.241
H18 1.222 3.912 1.296
H19 -0.145 4.381 0.648
O4 0.351 3.636 0.999
H20 1.977 1.493 -0.460
H21 1.185 1.429 0.838
O5 1.248 1.026 -0.025
H22 0.811 -2.409 0.854
H23 0.198 -1.179 1.432
O6 1.017 -1.449 1.004
H24 0.306 2.502 3.702
H25 -0.434 2.378 2.367
O7 0.002 1.830 3.076
H26 3.482 0.264 1.682
H27 3.167 -0.370 0.321
O8 3.447 0.486 0.687
H28 -1.399 -0.590 2.508
H29 -0.215 -0.547 3.252
O9 -0.916 -1.206 3.069
H30 -0.016 -4.395 0.588
H31 -0.966 -2.994 0.811
O10 -0.282 -3.510 0.309

Order of stability, best first: entry a, entry c, entry b

Entry a
Formula: C3H8O3S
Source: the OMol25 dataset
Level of theory: ωB97M-V/def2-TZVPD

Properties
structure (SMILES)	O=C(O)CCS.O
HOMO energy	-9.435	eV
Kohn-Sham gap	9.96	eV
net charge	0

Positions of all 15 atoms, in Å:
O1 0.171 -1.957 -0.767
C1 1.008 -1.156 -0.462
O2 2.328 -1.469 -0.194
C2 0.724 0.382 -0.315
C3 1.541 1.246 -1.248
S1 0.750 2.924 -1.585
H1 2.352 -2.469 -0.237
H2 0.961 0.431 0.809
H3 -0.461 0.497 -0.344
H4 2.564 1.370 -0.784
H5 1.748 0.690 -2.242
H6 1.061 3.713 -0.559
O3 -5.129 -1.367 2.290
H7 -4.155 -1.285 2.414
H8 -5.461 -1.550 3.224

Entry b
Formula: C3H8O3S
Source: the OMol25 dataset
Level of theory: ωB97M-V/def2-TZVPD

Properties
structure (SMILES)	O=C(O)CCS.O
HOMO energy	-9.420	eV
Kohn-Sham gap	10.00	eV
net charge	0

Positions of all 15 atoms, in Å:
O1 0.703 1.615 -3.066
C1 0.213 1.490 -1.984
O2 0.250 2.438 -0.994
C2 -0.458 0.225 -1.540
C3 0.189 -0.438 -0.296
S1 -0.776 -1.805 0.396
H1 0.850 3.076 -1.417
H2 -1.512 0.332 -1.219
H3 -0.655 -0.429 -2.397
H4 0.190 0.363 0.438
H5 1.200 -0.762 -0.546
H6 -1.512 -0.878 1.028
O3 0.471 -1.348 3.947
H7 1.158 -2.009 3.918
H8 -0.313 -1.869 3.732

Order of stability, best first: entry b, entry a

Entry a
Formula: C7H16N3
Source: the OMol25 dataset
Level of theory: ωB97M-V/def2-TZVPD

Properties
structure (SMILES)	C=C[C@H]1NC[C@@H](N)[C@@H]1[NH2+]C
HOMO energy	-12.730	eV
Kohn-Sham gap	9.91	eV
net charge	+1

Positions of all 26 atoms, in Å:
C1 -2.542 -1.224 -1.074
C2 -1.546 -1.349 -0.242
C3 -0.873 -0.292 0.581
N1 0.202 -0.713 1.515
C4 1.337 -1.275 0.784
C5 1.361 -0.380 -0.531
N2 1.297 -1.136 -1.703
C6 0.112 0.513 -0.355
N3 0.598 1.629 0.562
C7 -0.254 2.904 0.624
H1 -2.878 -2.207 -1.439
H2 -3.086 -0.225 -1.270
H3 -1.202 -2.368 -0.051
H4 -1.559 0.347 1.192
H5 -0.205 -1.484 2.192
H6 1.191 -2.307 0.501
H7 2.351 -1.041 1.292
H8 2.233 0.270 -0.830
H9 2.218 -1.456 -1.963
H10 0.596 -1.761 -1.770
H11 -0.250 0.939 -1.205
H12 0.692 1.115 1.486
H13 1.495 1.881 0.163
H14 -0.951 2.989 1.462
H15 0.480 3.741 0.472
H16 -0.817 2.888 -0.392

Entry b
Formula: C7H16N3
Source: the OMol25 dataset
Level of theory: ωB97M-V/def2-TZVPD

Properties
HOMO energy	-11.867	eV
Kohn-Sham gap	8.96	eV
net charge	+1

Positions of all 26 atoms, in Å:
C1 1.500 -0.083 -0.523
C2 0.427 -1.179 -0.612
C3 0.480 0.655 0.251
C4 -1.552 -1.727 -1.720
C5 0.254 -0.735 -2.875
C6 1.274 1.725 2.276
C7 -1.050 0.722 2.142
N1 2.480 0.001 -1.303
N2 -0.137 -1.476 -1.722
N3 0.368 0.613 1.654
H1 0.069 -1.705 0.267
H2 0.153 1.665 -0.004
H3 -1.709 -2.089 -2.776
H4 -1.874 -2.636 -1.108
H5 -2.093 -0.904 -1.302
H6 1.420 -0.977 -3.027
H7 -0.228 -1.086 -3.787
H8 -0.071 0.297 -2.887
H9 1.281 1.664 3.337
H10 2.310 1.682 1.851
H11 0.711 2.655 1.930
H12 -1.661 1.505 1.494
H13 -1.607 -0.099 1.941
H14 -1.069 1.090 3.145
H15 3.009 0.852 -1.321
H16 0.608 -0.375 2.022

Order of stability, best first: entry a, entry b

Entry a
Formula: C2H5BrClN
Source: the OMol25 dataset
Level of theory: ωB97M-V/def2-TZVPD

Properties
structure (SMILES)	C/C=N\Cl.Br
HOMO energy	-10.287	eV
Kohn-Sham gap	10.93	eV
net charge	0

Positions of all 10 atoms, in Å:
C1 0.723 -0.982 0.109
C2 1.331 0.390 -0.044
N1 0.925 1.573 -0.241
Cl1 -0.768 1.820 -0.589
H1 -0.273 -0.865 0.237
H2 1.059 -1.647 -0.751
H3 1.186 -1.302 1.057
H4 2.403 0.426 0.306
Br1 -3.684 -0.218 0.175
H5 -2.902 0.805 -0.259

Entry b
Formula: C2H5BrClN
Source: the OMol25 dataset
Level of theory: ωB97M-V/def2-TZVPD

Properties
HOMO energy (spin up / spin down)	-8.522 / -8.523	eV
Kohn-Sham gap (spin up / spin down)	7.97 / 7.97	eV
net charge	0

Positions of all 10 atoms, in Å:
C1 -0.046 -0.628 -0.248
C2 -0.022 0.363 0.754
N1 1.753 -0.292 1.980
Cl1 1.597 -2.000 1.872
Br1 3.215 0.373 0.984
H1 -1.117 -0.513 -0.844
H2 0.795 -0.539 -0.921
H3 -0.150 -1.567 0.172
H4 0.286 1.307 0.745
H5 -0.549 0.068 1.740

Entry c
Formula: C2H5BrClN
Source: the OMol25 dataset
Level of theory: ωB97M-V/def2-TZVPD

Properties
HOMO energy	-9.304	eV
Kohn-Sham gap	8.95	eV
net charge	0

Positions of all 10 atoms, in Å:
C1 -0.652 1.789 -0.111
C2 1.140 -1.060 0.359
N1 -1.559 1.010 -0.042
Cl1 -1.939 -0.602 -1.113
Br1 2.606 0.001 -0.300
H1 0.284 1.655 -0.617
H2 0.186 -0.983 -0.183
H3 1.466 -2.129 0.169
H4 0.832 -0.655 1.280
H5 -2.364 0.975 0.559

Entry d
Formula: C2H5BrClN
Source: the OMol25 dataset
Level of theory: ωB97M-V/def2-TZVPD

Properties
structure (SMILES)	CCN(Cl)Br
HOMO energy	-9.471	eV
Kohn-Sham gap	8.47	eV
net charge	0

Positions of all 10 atoms, in Å:
C1 0.280 -0.032 -0.625
C2 -0.827 0.040 0.511
N1 -1.899 -0.515 -0.271
Cl1 -2.184 -2.112 0.207
Br1 -3.714 0.536 -0.062
H1 1.201 0.555 -0.456
H2 0.740 -1.039 -0.831
H3 0.080 0.347 -1.633
H4 -0.666 -0.605 1.388
H5 -1.097 1.066 0.623

Order of stability, best first: entry a, entry d, entry c, entry b

Entry a
Formula: CH3NOS2
Source: the OMol25 dataset
Level of theory: ωB97M-V/def2-TZVPD

Properties
HOMO energy (spin up / spin down)	-8.554 / -8.374	eV
Kohn-Sham gap (spin up / spin down)	7.78 / 7.59	eV
net charge	0

Positions of all 8 atoms, in Å:
C1 -1.488 -0.087 0.049
N1 0.958 -0.051 -0.012
O1 3.084 1.084 0.477
S1 -0.158 -0.984 -0.621
S2 2.691 -0.059 -0.312
H1 -1.369 0.854 -0.373
H2 -1.349 -0.131 1.087
H3 -2.369 -0.627 -0.295

Entry b
Formula: CH3NOS2
Source: the OMol25 dataset
Level of theory: ωB97M-V/def2-TZVPD

Properties
structure (SMILES)	NSSC=O
HOMO energy	-9.310	eV
Kohn-Sham gap	8.99	eV
net charge	0

Positions of all 8 atoms, in Å:
N1 0.476 0.500 0.607
S1 -1.000 1.009 0.211
S2 -0.644 1.116 -2.086
C1 -1.549 -0.310 -2.499
O1 -1.157 -0.971 -3.409
H1 1.236 0.974 1.219
H2 0.693 -0.497 0.674
H3 -2.275 -0.726 -1.758

Order of stability, best first: entry b, entry a

Entry a
Formula: CH3NOS2
Source: the OMol25 dataset
Level of theory: ωB97M-V/def2-TZVPD

Properties
HOMO energy (spin up / spin down)	-8.193 / -8.205	eV
Kohn-Sham gap (spin up / spin down)	7.20 / 5.94	eV
net charge	0

Positions of all 8 atoms, in Å:
C1 0.063 0.235 -0.019
N1 -0.979 1.885 1.981
O1 1.414 0.284 2.334
S1 0.226 1.555 1.284
S2 1.356 0.315 3.862
H1 0.213 -0.803 0.539
H2 0.811 0.453 -0.668
H3 -0.827 0.285 -0.570

Entry b
Formula: CH3NOS2
Source: the OMol25 dataset
Level of theory: ωB97M-V/def2-TZVPD

Properties
structure (SMILES)	OSNC=S
HOMO energy	-8.682	eV
Kohn-Sham gap	8.63	eV
net charge	0

Positions of all 8 atoms, in Å:
O1 -2.032 0.587 0.597
S1 -1.527 -0.778 -0.234
N1 0.287 -0.290 -0.565
C1 1.184 -0.302 0.440
S2 2.713 0.085 0.075
H1 -1.942 1.255 -0.136
H2 0.423 -0.056 -1.550
H3 0.893 -0.502 1.371

Order of stability, best first: entry b, entry a